w | Density functional theory data (wB97M-V/def2-TZVPD) for a single C6H10O molecule.

Properties
E_HOMO: -9.940 eV
HOMO-LUMO gap: 10.775 eV
multiplicity: 1

Atoms and positions in Å:
C  -2.08488  0.29015  -0.12704
C  -0.61275  -0.15570  0.10474
C  0.30783  0.06185  -1.15095
C  1.25089  -0.02783  0.02684
O  2.63786  0.07434  0.01769
C  0.41976  -1.25130  0.59183
C  0.28943  0.84055  0.85584
H  -2.57071  0.03165  -1.08778
H  -2.81100  0.09492  0.66765
H  -1.96745  1.38484  -0.19931
H  0.17563  1.04849  -1.60708
H  0.42444  -0.71907  -1.91801
H  2.94147  -0.65868  -0.54803
H  0.60333  -1.31449  1.67412
H  0.49911  -2.26236  0.15344
H  0.49157  0.68659  1.92195
H  0.00546  1.87604  0.62410

Atom-resolved charges from Mulliken, all expressed in e:
1. C -1.235
2. C 0.269
3. C -0.395
4. C 0.111
5. O -0.573
6. C -0.504
7. C -0.537
8. H 0.308
9. H 0.323
10. H 0.278
11. H 0.256
12. H 0.287
13. H 0.335
14. H 0.256
15. H 0.304
16. H 0.254
17. H 0.262

=====

x | Density functional theory data (wB97M-V/def2-TZVPD) for a molecular structure, C6H10O.

Properties
E_HOMO: -7.880 eV
HOMO-LUMO gap: 8.725 eV
multiplicity: 1

Atoms and positions in Å:
O  1.79418  -1.32401  2.17438
C  2.60023  -0.89256  1.43504
C  1.63272  -0.17534  -0.21133
C  0.40261  0.47698  0.37424
C  -0.74894  0.61419  -0.60350
C  -1.65862  -0.55622  -0.84197
C  -2.16112  0.64790  -0.09221
H  3.05548  -0.37821  0.57585
H  2.18747  0.47917  -0.89883
H  1.41043  -1.12072  -0.72174
H  0.65503  1.46784  0.77745
H  0.06015  -0.13151  1.22598
H  -0.53773  1.23793  -1.47134
H  -2.03637  -0.73059  -1.84561
H  -1.46796  -1.46401  -0.27337
H  -2.87958  1.29809  -0.58408
H  -2.30798  0.55109  0.98102

Atom-resolved charges from Mulliken, all expressed in e:
1. O -0.337
2. C 0.007
3. C -1.026
4. C -0.609
5. C -0.102
6. C -0.539
7. C -0.632
8. H 0.544
9. H 0.421
10. H 0.354
11. H 0.253
12. H 0.287
13. H 0.390
14. H 0.263
15. H 0.228
16. H 0.265
17. H 0.234

=====

y | Density functional theory data (wB97M-V/def2-TZVPD) for a single C6H10O molecule.

Properties
E_HOMO (alpha / beta): -6.911 / -7.106 eV
HOMO-LUMO gap (alpha / beta): 7.904 / 8.148 eV
multiplicity: 1

Atoms and positions in Å:
O  -0.19839  -0.04941  1.85270
C  -0.25115  1.10817  1.27115
C  -0.41800  1.44715  -0.18510
C  -0.79808  0.30316  -1.12265
C  0.30527  -0.69060  -1.36822
C  1.48544  -0.69361  -0.75528
C  -0.12075  -1.35322  1.67361
H  -0.16206  1.94487  1.96812
H  -1.18844  2.23082  -0.25667
H  0.50019  1.92703  -0.56723
H  -1.10677  0.72920  -2.08612
H  -1.68992  -0.21587  -0.74043
H  0.07075  -1.49231  -2.07000
H  2.21552  -1.47516  -0.93399
H  1.75198  0.04730  -0.00313
H  -0.26771  -1.85610  0.72796
H  -0.12788  -1.91141  2.59526

Atom-resolved charges from Mulliken, all expressed in e:
1. O -0.338
2. C -0.242
3. C -0.675
4. C -0.454
5. C -0.280
6. C -0.678
7. C -0.467
8. H 0.354
9. H 0.390
10. H 0.315
11. H 0.381
12. H 0.296
13. H 0.310
14. H 0.244
15. H 0.241
16. H 0.299
17. H 0.304

=====

Relative energy table, unit kJ/mol: w 0.0; x 203.9; y 173.4

=====

w | Density functional theory data (wB97M-V/def2-TZVPD) for a single C13H14OS molecule.

Properties
SMILES: C[C@@](O)(C#Cc1ccccc1)[C@]1(C)CS1
E_HOMO: -8.374 eV
HOMO-LUMO gap: 8.971 eV
multiplicity: 1

Atoms and positions in Å:
C  -0.28677  0.85819  2.91539
C  -1.09008  0.50128  1.67675
O  -2.17621  1.36403  1.54221
C  -0.26353  0.43900  0.49920
C  0.43211  0.48756  -0.48351
C  1.25828  0.60322  -1.62561
C  1.39224  -0.44653  -2.53279
C  2.19627  -0.29513  -3.64690
C  2.86820  0.89802  -3.86442
C  2.73957  1.94195  -2.96200
C  1.94054  1.80042  -1.84441
C  -1.74903  -1.19945  1.94592
C  -0.94875  -2.25463  1.24649
C  -3.21407  -1.29143  2.06302
S  -2.31625  -1.51273  3.61596
H  0.43898  0.07924  3.13191
H  0.23810  1.79895  2.74765
H  -0.96147  0.97626  3.76132
H  -2.49105  1.35537  0.63118
H  0.86128  -1.37110  -2.35584
H  2.29790  -1.10741  -4.35285
H  3.49175  1.01480  -4.73942
H  3.26500  2.87019  -3.13442
H  1.84130  2.60740  -1.13311
H  -1.32531  -3.24158  1.50865
H  0.10084  -2.19401  1.52637
H  -1.02409  -2.12742  0.16550
H  -3.79890  -0.38180  2.01781
H  -3.71685  -2.17265  1.67994

Atom-resolved charges from Mulliken, all expressed in e:
1. C -1.671
2. C 1.396
3. O -0.583
4. C -0.952
5. C 0.106
6. C 0.586
7. C -0.502
8. C -0.459
9. C -0.460
10. C -0.474
11. C -0.440
12. C 1.036
13. C -1.414
14. C -1.216
15. S -0.203
16. H 0.331
17. H 0.413
18. H 0.437
19. H 0.373
20. H 0.426
21. H 0.388
22. H 0.380
23. H 0.382
24. H 0.426
25. H 0.485
26. H 0.308
27. H 0.248
28. H 0.314
29. H 0.340

=====

x | Density functional theory data (wB97M-V/def2-TZVPD) for a single C13H14OS molecule.

Properties
E_HOMO: -8.666 eV
HOMO-LUMO gap: 8.873 eV
multiplicity: 1

Atoms and positions in Å:
C  3.75341  -0.21267  0.26079
C  3.25340  -1.43203  -0.11971
C  2.99649  0.89067  0.35557
C  1.90340  -1.51493  -0.46422
C  1.59881  0.84576  0.07317
C  1.11259  -0.41516  -0.30339
C  -3.59466  -0.82338  -0.97717
C  -2.94086  -0.60082  0.34529
C  -3.36348  -1.81232  -1.83598
C  0.69452  2.98649  0.74946
C  0.68448  1.94229  -0.08135
C  -1.66648  -0.34828  0.52942
C  -0.94215  -0.02924  1.77976
O  -0.98843  0.35444  -2.03243
S  -0.65848  -0.68245  -1.05888
H  4.78882  -0.03489  0.30877
H  3.92811  -2.34371  -0.12862
H  3.38473  1.90502  0.62460
H  1.52667  -2.44666  -0.74781
H  -4.25599  -0.02397  -1.22940
H  -3.73446  -0.57845  1.05665
H  -2.71285  -2.64179  -1.63786
H  -3.82946  -1.83366  -2.83173
H  1.58699  3.19711  1.33131
H  0.12495  3.81395  0.63589
H  -0.10579  1.77992  -0.85096
H  -0.88983  1.06205  1.73537
H  -0.06756  -0.57629  1.87470
H  -1.58689  -0.42699  2.63875

Atom-resolved charges from Mulliken, all expressed in e:
1. C -0.598
2. C -0.557
3. C -0.515
4. C -0.512
5. C 0.650
6. C 0.419
7. C -0.482
8. C -0.411
9. C -0.533
10. C -1.084
11. C -0.267
12. C 0.882
13. C -1.538
14. O -0.620
15. S 0.337
16. H 0.386
17. H 0.293
18. H 0.262
19. H 0.493
20. H 0.305
21. H 0.414
22. H 0.297
23. H 0.241
24. H 0.264
25. H 0.377
26. H 0.425
27. H 0.262
28. H 0.433
29. H 0.376

=====

Relative energy table, unit kJ/mol: w 0.0; x 176.6

=====

w | Density functional theory data (wB97M-V/def2-TZVPD) for a single C3H7NOS molecule.

Properties
SMILES: C[C@@H](S)NC=O
E_HOMO: -9.406 eV
HOMO-LUMO gap: 10.093 eV
multiplicity: 1

Atoms and positions in Å:
C  0.52575  -1.24534  0.32127
C  0.22012  0.30039  0.38633
S  1.82421  1.27780  0.18138
N  -0.79671  0.63491  -0.67674
C  -2.04077  1.03844  -0.31811
O  -2.39858  1.39612  0.80426
H  1.13259  -1.42791  -0.55952
H  -0.48491  -1.72404  0.28037
H  1.09777  -1.50722  1.13307
H  -0.15034  0.50232  1.36859
H  1.84549  1.98333  1.43527
H  -0.69364  0.26268  -1.65402
H  -2.62881  0.85054  -1.26882

Atom-resolved charges from Mulliken, all expressed in e:
1. C -1.150
2. C -0.134
3. S -0.247
4. N -0.151
5. C 0.155
6. O -0.572
7. H 0.349
8. H 0.311
9. H 0.373
10. H 0.390
11. H 0.157
12. H 0.275
13. H 0.244

=====

x | Density functional theory data (wB97M-V/def2-TZVPD) for 2 unconnected molecules or ions with the total composition C3H7NOS.

Properties
E_HOMO: -8.017 eV
HOMO-LUMO gap: 8.506 eV
multiplicity: 1

Atoms and positions in Å:
C  1.28553  -0.27738  -0.30952
C  -0.60977  1.80284  0.07810
C  -0.13754  -2.09453  -0.24013
N  -0.49973  0.49084  0.59698
O  1.12984  -1.50835  -0.50032
S  2.27633  0.89422  -0.41617
H  -1.13497  1.71449  -0.90030
H  -1.08305  2.55998  0.88101
H  0.37768  2.34786  -0.10796
H  -0.45954  -1.81346  0.71493
H  0.19533  -3.09578  -0.38499
H  -0.97930  -1.77633  -1.01161
H  -0.36079  0.75563  1.59997

Atom-resolved charges from Mulliken, all expressed in e:
1. C 0.658
2. C -0.763
3. C -0.550
4. N -0.496
5. O -0.293
6. S -0.315
7. H 0.248
8. H 0.246
9. H 0.238
10. H 0.347
11. H 0.255
12. H 0.251
13. H 0.175

=====

y | Density functional theory data (wB97M-V/def2-TZVPD) for a molecular structure, C3H7NOS.

Properties
E_HOMO: -8.502 eV
HOMO-LUMO gap: 8.703 eV
multiplicity: 1

Atoms and positions in Å:
C  -2.66727  -0.10722  0.08534
C  -0.32706  0.19908  0.00063
C  3.30471  -0.20287  -0.03352
H  -2.93184  0.71774  -0.65243
H  -3.60996  -0.80861  0.13645
H  -2.76327  0.46013  1.20895
H  -0.35602  0.91034  0.90741
H  -0.01724  0.88157  -0.91381
H  3.19547  -1.40959  -0.58191
H  4.34284  0.46259  0.10016
N  2.14240  0.53308  -0.07466
O  -1.37152  -0.70610  -0.35327
S  1.05876  -0.93014  0.17065

Atom-resolved charges from Mulliken, all expressed in e:
1. C -0.629
2. C -0.260
3. C -0.242
4. H 0.283
5. H 0.259
6. H 0.244
7. H 0.308
8. H 0.269
9. H 0.208
10. H 0.252
11. N -0.323
12. O -0.304
13. S -0.065

=====

Relative energy table, unit kJ/mol: w 0.0; x 365.3; y 474.8